Molecular formula: C3H11N3
Method: DFT, the ωB97M-V functional and the def2-TZVPD basis

Output
Spin multiplicity   2
Total charge   +1
ΔE to the lowest compared entry with this formula, charge and spin   1.012 eV
Orbital gap (alpha / beta)   6.654 / 3.313 eV
HOMO (alpha / beta)   -11.254 / -11.253 eV
Calculated total energy   -7750.3774 eV

Last column: Mulliken spin population.
Element x y z (Å)
C  2.0188  -2.1237  -1.8122  0.4794
C  2.7499  -0.9432  -1.9460  0.1225
N  2.0961  0.1831  -1.6595  0.3530
H  1.0957  -2.1158  -1.2437  0.0364
H  2.4805  -3.0766  -2.0354  0.0294
H  3.7164  -0.8509  -2.4211  0.0049
H  1.0770  0.1791  -1.5877  -0.0093
H  2.4961  1.0659  -1.9269  -0.0162
N  -1.8842  0.1662  0.5275  0.0001
C  -2.3967  0.5403  1.8364  0.0000
N  -1.8556  1.7903  2.3530  0.0000
H  -1.9570  0.9431  -0.1265  0.0000
H  -0.9288  -0.1249  0.5905  -0.0003
H  -3.4813  0.6395  1.7531  0.0000
H  -2.2518  -0.3228  2.4950  0.0000
H  -1.8450  1.7848  3.3610  0.0000
H  -1.1300  2.2656  1.8427  0.0000

Forces on atoms 1 to 6 (eV/Å):
C 0.9 -0.5 0.8
C -1.8 0.9 -0.4
N 0.3 -0.5 -0.9
H -0.2 0.0 -0.3
H -0.2 0.0 -0.2
H 0.3 -0.2 0.4

Molecular formula: C3H11N3O
Method: DFT, the ωB97M-V functional and the def2-TZVPD basis

Output
ΔE to the lowest compared entry with this formula, charge and spin   0.531 eV
Orbital gap   9.713 eV
HOMO   -8.887 eV
Calculated total energy   -9807.4700 eV

Last column: natural (NBO) charge in e.
Element x y z (Å)
H  -0.7597  3.0791  1.2794  0.3309
N  -0.7793  2.1055  1.5167  -0.7614
C  -0.2884  1.4214  0.5641  0.5854
N  0.0832  1.8905  -0.6939  -0.8548
N  -0.1408  0.0445  0.6831  -0.6572
C  1.0700  -0.6576  0.2950  -0.2185
C  1.0074  -2.1437  0.5761  -0.6207
H  -0.1207  1.3324  -1.5005  0.4100
H  -0.1220  2.8725  -0.7947  0.3790
H  -0.3636  -0.1808  1.6434  0.3874
H  1.9461  -0.1136  0.6877  0.1817
H  1.2373  -0.5032  -0.7810  0.1962
H  -0.0236  -2.4700  0.4420  0.2167
H  1.3867  -2.3928  1.5668  0.2094
H  1.6219  -2.6912  -0.1364  0.2208
O  -1.6330  -0.3771  -2.0091  -0.9651
H  -1.6954  -0.3873  -1.0368  0.4868
H  -2.4262  -0.8287  -2.3019  0.4734

Forces on atoms 1 to 6 (eV/Å):
H -0.4 0.6 -0.1
N 0.6 -0.5 0.5
C 0.1 -0.3 -1.2
N 0.4 0.8 0.9
N -0.9 -0.5 0.9
C 1.0 1.2 -1.5

Q: What is the formula in the first record?
A: C3H11N3

Q: Number 1 is which compound?
A: C3H11N3